{"formula": "C23H33NO9P", "method": "wB97M-V/def2-TZVPD", "symbols": ["C", "C", "O", "P", "C", "C", "O", "O", "C", "C", "O", "O", "C", "C", "H", "H", "H", "H", "H", "H", "H", "H", "H", "H", "H", "H", "H", "H", "H", "H", "C", "N", "C", "C", "C", "C", "C", "C", "C", "C", "O", "O", "C", "C", "C", "O", "C", "O", "C", "C", "H", "H", "H", "H", "H", "H", "H", "H", "H", "H", "H", "H", "H", "H", "H", "H", "H"], "positions_angstrom": [[1.7189, -3.4230, 6.7565], [1.7822, -3.3277, 5.2429], [1.3124, -2.0525, 4.7182], [0.3040, -1.9146, 3.4657], [1.0859, -1.0884, 2.1001], [1.5819, -1.6991, 0.9218], [1.8642, -1.1393, -0.1433], [1.7191, -3.0750, 1.1065], [1.0826, -3.8481, 0.0711], [-0.4203, -3.6989, 0.0644], [-0.4527, -3.1591, 3.1643], [-0.6162, -0.7084, 4.0470], [-1.9221, -0.5061, 3.4449], [-2.6390, 0.6411, 4.1277], [2.0757, -4.4150, 7.0514], [2.3715, -2.6927, 7.2422], [0.7001, -3.3195, 7.1490], [2.8251, -3.4389, 4.9194], [1.1768, -4.1283, 4.8000], [1.3645, -0.0502, 2.2257], [1.5077, -3.5534, -0.8996], [1.3702, -4.8779, 0.3012], [-0.8434, -4.4230, -0.6410], [-0.8225, -3.8693, 1.0746], [-0.7179, -2.6932, -0.2679], [-1.8253, -0.3072, 2.3631], [-2.4868, -1.4441, 3.5531], [-3.5084, 0.9143, 3.5203], [-2.9870, 0.3130, 5.1131], [-1.9856, 1.5100, 4.2464], [4.7672, 1.1272, -4.7807], [3.3794, 1.2954, -5.1902], [3.2247, 2.2822, -6.2503], [2.3366, 1.0482, -4.2713], [2.0479, 1.9631, -3.2319], [1.0224, 1.7011, -2.3363], [0.3065, 0.4802, -2.3824], [-0.7596, 0.2211, -1.4354], [-1.7443, 1.1138, -1.1240], [-2.8345, 0.6315, -0.2467], [-2.8796, -0.4974, 0.2164], [-3.8838, 1.4767, -0.0269], [-3.6286, 2.8835, -0.2756], [-4.9715, 3.6190, -0.1674], [-2.6187, 3.4305, 0.7133], [-3.1686, 3.0328, -1.6281], [-2.0733, 2.2840, -1.9920], [-1.5258, 2.5415, -3.0468], [0.5978, -0.4301, -3.4280], [1.5724, -0.1439, -4.3662], [4.8450, 0.3057, -4.0579], [5.3668, 0.8918, -5.6714], [5.1737, 2.0478, -4.3246], [2.1810, 2.3077, -6.5855], [3.5232, 3.2921, -5.9168], [3.8741, 1.9932, -7.0894], [2.6285, 2.8847, -3.1556], [0.7403, 2.4532, -1.6027], [-0.8200, -0.7415, -0.9461], [-5.6659, 3.2633, -0.9342], [-5.4116, 3.4436, 0.8199], [-4.8184, 4.6964, -0.2996], [-1.6494, 2.9296, 0.6207], [-2.4852, 4.5029, 0.5317], [-3.0036, 3.2919, 1.7293], [-0.0334, -1.3193, -3.5117], [1.7730, -0.8288, -5.1947]], "forces_ev_per_angstrom": [[-0.11, 0.16, 0.11], [-0.40, 0.35, -0.70], [0.23, -0.66, 0.98], [0.42, 0.78, -2.07], [0.18, -0.63, 0.38], [-0.56, 0.68, 1.42], [0.07, -0.60, -0.11], [-0.48, -0.35, -1.01], [0.76, 0.17, 0.11], [-0.31, 0.07, 0.16], [0.19, 0.19, 0.67], [-0.67, 0.01, 0.34], [0.55, -0.42, -0.33], [0.04, -0.32, 0.18], [0.01, 0.02, -0.07], [-0.14, 0.06, -0.07], [0.17, 0.11, -0.19], [-0.21, -0.02, -0.05], [0.16, 0.18, -0.03], [-0.40, 0.18, 0.07], [-0.03, -0.15, 0.14], [-0.05, 0.04, -0.14], [-0.03, 0.04, 0.04], [0.10, 0.11, -0.40], [0.06, -0.28, 0.20], [0.23, -0.14, 0.44], [0.07, 0.28, -0.10], [0.05, 0.02, 0.11], [0.04, 0.26, -0.05], [-0.06, -0.09, -0.06], [-0.53, 0.06, 0.19], [0.66, -0.41, -1.11], [-0.17, -0.22, 0.55], [-0.75, -0.16, 0.95], [-0.06, -0.58, -0.49], [-0.20, -0.65, -0.03], [1.08, 0.54, -1.10], [-0.71, 0.86, 0.19], [-0.20, -0.31, -0.66], [-0.19, -1.90, 0.84], [-0.12, 1.71, -0.63], [0.35, 0.75, -0.02], [-0.44, -0.33, -0.21], [0.26, -0.29, -0.13], [0.10, 0.13, 0.15], [0.31, -0.23, 0.47], [0.62, 0.26, -1.26], [-0.92, -0.01, 1.28], [-0.61, 0.38, 0.92], [0.64, 0.77, -0.17], [0.02, 0.22, -0.19], [-0.04, 0.01, 0.23], [0.08, -0.15, 0.01], [0.26, 0.03, 0.04], [-0.09, 0.00, -0.14], [-0.19, 0.13, 0.09], [-0.18, -0.23, -0.04], [0.20, -0.26, 0.02], [0.17, -0.08, 0.09], [0.17, -0.01, 0.11], [0.16, -0.02, -0.18], [0.05, -0.27, -0.01], [-0.17, 0.09, 0.11], [0.02, -0.21, 0.01], [0.14, -0.02, -0.16], [0.43, 0.12, 0.03], [-0.02, 0.24, 0.31]], "gap_ev": 5.41, "max_force_ev_per_a": 2.3, "spin_multiplicity": 1, "total_energy_ev": -53595.895, "total_charge": -1}